The following is a DFT calculation (ωB97M-V/def2-TZVPD) of C44H35N2O7P2Tm as an isolated structure.

gap between HOMO and LUMO (spin up / spin down) = 7.307 / 7.357 eV
⟨S²⟩ = 2.0023
net charge = +2
spin multiplicity = 3

```
91
Properties=species:S:1:pos:R:3:mulliken_spin:R:1
Tm -1.089 -0.374 -1.164 2.0451
P 1.794 -0.618 -1.711 -0.0033
C 0.413 -0.208 0.532 -0.0242
O 1.133 -0.012 1.430 0.0014
P -1.970 -1.327 1.316 -0.0116
C 3.025 0.708 -1.448 -0.0004
C 1.299 -0.316 -3.436 -0.0006
C 2.845 -2.118 -1.816 0.0008
C -1.789 -2.701 2.509 -0.0003
C -2.511 0.097 2.325 0.0016
C -3.502 -1.742 0.411 -0.0004
C 4.362 0.465 -1.080 0.0001
C 5.214 1.530 -0.758 -0.0001
C 4.753 2.846 -0.819 0.0001
C 3.451 3.100 -1.261 -0.0001
C 2.606 2.043 -1.595 -0.0005
H 4.745 -0.552 -1.057 0.0000
H 6.240 1.325 -0.450 0.0000
H 5.400 3.678 -0.533 0.0000
H 3.091 4.127 -1.360 0.0000
H 1.609 2.265 -1.987 0.0007
C 3.357 -2.682 -0.629 -0.0001
C 4.079 -3.879 -0.655 -0.0001
C 4.342 -4.518 -1.872 0.0001
C 3.899 -3.931 -3.061 -0.0001
C 3.156 -2.745 -3.037 0.0004
H 3.173 -2.186 0.324 0.0000
H 4.423 -4.320 0.280 0.0000
H 4.884 -5.459 -1.891 0.0000
H 4.130 -4.399 -4.019 0.0000
H 2.832 -2.292 -3.975 0.0000
C 2.107 0.401 -4.332 0.0001
C 1.620 0.705 -5.609 -0.0004
C 0.352 0.262 -5.995 0.0004
C -0.412 -0.522 -5.137 0.0002
C 0.054 -0.851 -3.862 0.0036
H 3.108 0.730 -4.040 -0.0001
H 2.233 1.298 -6.286 0.0000
H -0.025 0.521 -6.984 0.0000
H -1.384 -0.907 -5.454 -0.0001
H -0.500 -1.596 -3.243 -0.0019
C -3.423 1.041 1.817 -0.0003
C -3.708 2.189 2.538 -0.0001
C -3.080 2.436 3.756 -0.0002
C -2.180 1.498 4.266 0.0001
C -1.928 0.314 3.578 -0.0002
H -3.939 0.845 0.873 0.0001
H -4.435 2.907 2.134 0.0000
H -3.289 3.345 4.326 0.0000
H -1.708 1.667 5.234 0.0000
H -1.277 -0.456 4.003 -0.0001
C -0.506 -3.047 2.987 -0.0012
C -0.334 -4.136 3.838 0.0000
C -1.445 -4.871 4.266 0.0000
C -2.730 -4.496 3.847 0.0000
C -2.897 -3.427 2.967 0.0007
H 0.370 -2.474 2.671 -0.0001
H 0.674 -4.422 4.160 0.0000
H -1.319 -5.725 4.923 0.0000
H -3.606 -5.032 4.204 0.0000
H -3.903 -3.164 2.647 0.0000
C -4.771 -1.630 1.003 0.0013
C -5.923 -1.827 0.235 -0.0005
C -5.798 -2.117 -1.128 0.0002
C -4.544 -2.301 -1.703 -0.0003
C -3.383 -2.177 -0.937 0.0051
H -4.872 -1.378 2.061 -0.0001
H -6.904 -1.733 0.707 0.0000
H -6.699 -2.216 -1.724 0.0000
H -4.452 -2.565 -2.758 -0.0001
H -2.410 -2.496 -1.374 -0.0036
H 1.668 -3.845 0.969 0.0000
H 1.162 -4.375 0.817 0.0000
O -1.475 3.273 -2.143 0.0002
C -1.249 2.792 -1.040 0.0001
O -1.481 1.541 -0.674 -0.0117
C -0.550 3.604 0.026 0.0011
C 0.003 4.824 -0.370 -0.0002
C 0.797 5.558 0.517 0.0000
C 0.836 5.235 1.874 0.0000
C 0.311 4.015 2.269 0.0000
C -0.392 3.205 1.369 0.0001
N 0.552 3.524 3.616 0.0000
O 0.995 4.316 4.469 0.0000
O 0.329 2.316 3.857 0.0000
N 1.717 6.534 -0.007 0.0000
O 1.872 6.574 -1.255 0.0000
O 2.320 7.259 0.800 0.0000
H -0.190 5.151 -1.387 0.0001
H 1.406 5.838 2.560 0.0000
H -0.762 2.261 1.739 -0.0004
```


The following is a DFT calculation (ωB97M-V/def2-TZVPD) of C44H36AsN4O2PPd as an isolated structure.

gap between HOMO and LUMO = 7.049 eV

```
89
Properties=species:S:1:pos:R:3:lowdin_charge:R:1
Pd -0.677 0.149 -3.205 0.9872
O -4.399 1.392 -2.202 0.0372
C -3.241 1.208 -2.568 -0.4723
N -2.579 0.066 -2.783 -0.0393
C -3.057 -1.252 -2.635 -0.2020
C -4.336 -1.594 -2.225 -0.0155
C -4.677 -2.940 -2.111 -0.0935
C -3.753 -3.931 -2.405 -0.0939
C -2.465 -3.600 -2.817 -0.0198
C -2.115 -2.264 -2.933 -0.2107
N -0.837 -1.793 -3.304 -0.0416
C 0.233 -2.519 -3.646 -0.4953
O 0.348 -3.735 -3.782 0.0368
C 1.455 -1.630 -3.835 -0.1677
C 2.696 -2.205 -4.039 0.0133
C 3.803 -1.382 -4.147 -0.0338
C 3.632 -0.005 -4.062 -0.0446
C 2.359 0.497 -3.858 -0.1272
N 1.293 -0.293 -3.738 -0.0009
C -2.355 2.419 -2.851 -0.1682
C -2.878 3.693 -2.729 0.0105
C -2.071 4.778 -3.030 -0.0391
C -0.763 4.554 -3.437 -0.0505
C -0.306 3.250 -3.522 -0.1163
N -1.078 2.205 -3.239 -0.0033
H -5.045 -0.812 -1.998 0.0975
H -5.675 -3.207 -1.791 0.0976
H -4.028 -4.974 -2.314 0.0973
H -1.738 -4.359 -3.063 0.0983
H 2.748 -3.282 -4.094 0.1241
H 4.788 -1.804 -4.291 0.1124
H 4.467 0.675 -4.147 0.1080
H 2.184 1.561 -3.781 0.0884
H -3.908 3.785 -2.417 0.1215
H -2.454 5.786 -2.945 0.1118
H -0.096 5.368 -3.678 0.1094
H 0.710 3.036 -3.825 0.0958
C -0.483 0.143 1.715 -0.4065
C -1.249 -1.111 2.101 -0.4461
As -1.226 -1.606 4.016 1.2929
C -1.688 0.113 4.813 -0.4251
C -1.222 0.461 6.078 -0.1359
C -1.641 1.634 6.689 -0.0886
C -2.545 2.469 6.049 -0.0947
C -3.032 2.121 4.797 -0.0865
C -2.605 0.952 4.185 -0.1271
C 0.725 -1.598 4.197 -0.4153
C 1.357 -2.810 3.926 -0.1320
C 2.739 -2.917 3.969 -0.0974
C 3.509 -1.813 4.304 -0.1003
C 2.891 -0.603 4.580 -0.0862
C 1.508 -0.494 4.523 -0.1248
P -0.152 0.142 -0.118 1.0672
C 0.693 1.765 -0.281 -0.3789
C -0.038 2.895 0.096 -0.1121
C 0.484 4.169 -0.054 -0.0906
C 1.745 4.347 -0.609 -0.0985
C 2.468 3.238 -1.018 -0.0922
C 1.946 1.960 -0.854 -0.1213
C 1.188 -1.110 -0.100 -0.3738
C 0.845 -2.363 -0.608 -0.1194
C 1.743 -3.422 -0.568 -0.0689
C 2.999 -3.237 -0.014 -0.0830
C 3.342 -2.004 0.525 -0.0881
C 2.440 -0.953 0.493 -0.0965
H 0.476 0.191 2.234 0.0619
H -1.036 1.051 1.967 0.0561
H -0.810 -1.991 1.622 0.0444
H -2.288 -1.068 1.767 0.0621
H -0.524 -0.188 6.596 0.1010
H -1.266 1.892 7.671 0.1017
H -2.872 3.384 6.524 0.0996
H -3.746 2.761 4.295 0.1019
H -3.001 0.691 3.209 0.0942
H 0.762 -3.684 3.681 0.0924
H 3.213 -3.864 3.746 0.1032
H 4.587 -1.896 4.348 0.1006
H 3.485 0.263 4.840 0.1018
H 1.042 0.461 4.733 0.0958
H -1.032 2.780 0.512 0.1025
H -0.097 5.026 0.261 0.1054
H 2.158 5.341 -0.719 0.1007
H 3.454 3.361 -1.450 0.1027
H 2.532 1.107 -1.170 0.0831
H -0.135 -2.509 -1.044 0.0868
H 1.458 -4.379 -0.981 0.1098
H 3.705 -4.057 0.016 0.1019
H 4.306 -1.866 0.995 0.1019
H 2.705 -0.014 0.965 0.1069
```